w.
{"formula": "C4H7Cl", "method": "wB97M-V/def2-TZVPD", "lumo_ev": -0.45, "homo_ev": -8.77, "orbital_gap_ev": 8.320, "elements": ["C", "C", "C", "C", "Cl", "H", "H", "H", "H", "H", "H", "H"], "coordinates": [[0.413, 0.695, -2.169], [-0.064, 1.192, -1.051], [0.080, -0.689, 1.951], [-1.059, -0.741, 0.987], [-0.989, -2.136, 0.034], [0.619, 1.310, -3.029], [0.620, -0.357, -2.276], [-0.306, 2.236, -0.928], [-0.200, -1.341, 2.781], [0.193, 0.321, 2.341], [1.033, -1.054, 1.562], [-0.342, 0.563, -0.204]], "mulliken_charge": [-0.405, 0.014, -0.909, -0.115, -0.061, 0.247, 0.227, 0.252, 0.343, 0.288, 0.316, -0.198]}

***

x.
{"formula": "C4H7Cl", "method": "wB97M-V/def2-TZVPD", "lumo_ev": 0.79, "homo_ev": -9.60, "orbital_gap_ev": 10.394, "elements": ["C", "C", "C", "C", "Cl", "H", "H", "H", "H", "H", "H", "H"], "coordinates": [[-2.393, -0.774, 0.183], [-1.599, 0.408, -0.377], [-0.446, 0.977, -0.240], [0.577, 0.569, 0.842], [1.842, -0.461, -0.238], [-1.716, -1.772, 0.538], [-2.983, -1.143, -0.766], [-2.940, -0.416, 1.158], [-2.379, 0.819, -1.108], [-0.034, 1.750, -1.039], [1.562, 1.395, 1.073], [0.343, 0.132, 1.744]], "mulliken_charge": [-0.896, -0.059, -0.153, -0.596, -0.233, 0.229, 0.300, 0.249, 0.236, 0.226, 0.262, 0.435]}

***

Quick one: least stable of them? w